Here is a molecular structure, C27H22F3IN3O3S from the Open Molecules 2025 dataset. Energies are from wB97M-V/def2-TZVPD.

Element x y z (Å)
1 C -2.029992 -4.365981 -2.731112
2 C -2.129125 -3.226256 -1.957904
3 C -0.980053 -2.480355 -1.360916
4 N -0.907503 -1.229398 -1.721427
5 C 0.120921 -0.535027 -1.147913
6 C 0.264965 0.834915 -1.485325
7 O -0.586805 1.436162 -2.402724
8 C -1.908273 1.440225 -2.033610
9 O -2.733677 1.520061 -2.888603
10 C -2.325373 1.356086 -0.596000
11 C -3.277128 0.389260 -0.277496
12 C -3.767382 0.244509 1.010672
13 C -3.316564 1.093103 2.023039
14 C -2.353154 2.041547 1.706845
15 C -1.860330 2.187954 0.418204
16 C 1.271727 1.600389 -0.944789
17 C 1.381196 3.053644 -1.364625
18 O 2.736096 3.376114 -1.687342
19 C 2.947948 4.731147 -1.713230
20 F 4.269168 4.902255 -1.896425
21 F 2.618076 5.332891 -0.590212
22 F 2.319533 5.272452 -2.765512
23 C 2.200369 1.006402 -0.021412
24 C 3.368129 1.732320 0.618275
25 S 2.894369 3.207457 1.554738
26 C 1.861709 2.478014 2.873097
27 C 0.877141 3.557915 3.333201
28 C 2.040377 -0.320577 0.288421
29 C 1.013542 -1.124996 -0.254032
30 N 0.965332 -2.448477 0.100100
31 C -0.028629 -3.082511 -0.463870
32 C -0.173374 -4.533050 -0.139050
33 C -0.873383 -4.988509 0.969240
34 C -1.017387 -6.330074 1.281716
35 N -0.448885 -7.284151 0.538900
36 C 0.248901 -6.846149 -0.502387
37 C 0.420757 -5.534239 -0.918034
38 H -2.192695 -4.385832 -3.808513
39 H -1.820212 -5.314059 -2.235290
40 H -3.115478 -2.779863 -1.793607
41 H -3.642238 -0.262498 -1.064832
42 H -4.497978 -0.537785 1.190044
43 H -3.736345 0.978212 3.015501
44 H -2.007854 2.681293 2.513958
45 H -1.118045 2.952008 0.207416
46 H 0.773973 3.260484 -2.247163
47 H 0.983392 3.662868 -0.543035
48 H 3.871199 1.022826 1.283900
49 H 4.085134 1.962881 -0.171864
50 H 2.504054 2.161298 3.700393
51 H 1.340182 1.597833 2.483378
52 H 1.392648 4.479524 3.610135
53 H 0.166575 3.781139 2.534324
54 H 0.339468 3.177129 4.208279
55 H 2.737158 -0.786093 0.979679
56 H -1.355532 -4.255200 1.613656
57 H -1.571506 -6.646315 2.159854
58 H 0.743798 -7.612444 -1.100841
59 H 0.988992 -5.279058 -1.804288
60 I 2.028074 7.676582 0.416415

Force components x, y, z for each atom (eV/Å):
0.1538 -0.0662 0.7530
-0.3566 -0.2539 -0.2334
-0.3473 -1.0662 1.2985
0.1556 -0.2961 0.6457
-0.7521 0.0975 -0.8372
0.9067 0.6153 0.4348
-0.2285 -0.6034 0.9096
-0.5004 0.0102 -0.3820
-0.2119 0.1332 -0.4107
0.2427 -0.2379 0.5079
-0.1635 -0.1575 -0.2443
0.1293 0.1472 -0.1065
-0.1396 -0.5251 -0.6784
-0.1976 0.2412 0.7261
0.2112 -0.0472 -0.1863
0.5339 0.2118 -0.3032
-0.5775 -0.2707 -0.0413
-0.2271 0.2185 0.5040
1.0344 -0.4348 -0.0376
-0.1538 -0.0918 -0.1539
0.0715 -1.4778 -1.1984
-0.1840 0.2290 0.2478
-0.3059 -0.3347 -0.1799
-0.2662 -0.6054 -0.0682
0.0297 -0.0541 -0.0417
0.2303 0.2086 -0.1481
0.0746 -0.4926 0.0718
0.1399 0.0213 0.2246
1.0615 0.4610 0.4776
-0.9729 0.4651 -0.7916
0.1275 -0.6421 0.1908
0.2855 -0.9407 -0.1818
-0.7324 0.9831 0.6514
0.4735 -0.0651 -0.4784
-0.1076 0.4203 0.2249
0.6516 -0.6754 -0.9403
-0.3977 0.6593 0.6722
-1.9407 -0.2137 0.4035
1.9869 0.2530 -0.5935
0.4759 1.3677 -1.7074
0.0752 0.0916 0.0208
0.0191 0.1521 0.1585
0.2388 0.1919 0.0417
0.1084 0.0800 -0.2673
-0.0692 -0.0483 0.0518
-0.0228 -0.1891 0.0952
0.4161 0.1645 -0.0702
-0.0673 0.0918 -0.0376
-0.0603 0.5317 0.2436
-0.0766 -0.0131 -0.0780
-0.0018 0.1264 0.0225
-0.0620 -0.0428 -0.0799
0.0730 0.1090 0.1113
-0.0648 0.1718 -0.0755
-0.1322 -0.0607 -0.0666
0.0882 -0.0865 -0.0415
-0.0081 0.0427 -0.1045
-0.1622 -0.0250 0.1485
0.0267 -0.1739 0.0627
-0.5309 1.6951 0.8646

The HOMO energy is -3.114 eV. The net charge is -1. The LUMO energy comes out at 0.55 eV. The frontier orbital gap comes out at 3.666 eV.

Atom charges from the Löwdin analysis, given in e for atoms 1 to 2: number 1, C, carries 0.041; number 2, C, carries -0.068

Here is a molecular structure, C23H33N3P2STl from the Open Molecules 2025 dataset. Energies are from wB97M-V/def2-TZVPD.

Element x y z (Å)
1 C 4.763087 -1.277108 0.737757
2 C 3.800989 -1.290772 -0.257798
3 C 2.743999 -2.245500 -0.168263
4 C 2.477069 -2.904550 1.060420
5 C 3.433706 -2.816373 2.077286
6 C 4.598144 -2.057637 1.894081
7 C 1.120264 -3.519993 1.256621
8 C 0.401399 -3.804196 -0.035729
9 C 0.794735 -3.088944 -1.195292
10 C -0.068903 -3.014575 -2.332580
11 C -1.128333 -3.907440 -2.406540
12 C -1.438413 -4.736100 -1.312918
13 C -0.727415 -4.631582 -0.116593
14 H 5.619652 -0.612385 0.621143
15 H 3.251167 -3.367484 3.007905
16 H 5.355470 -2.033628 2.674776
17 H 1.147445 -4.385866 1.935321
18 H -1.723900 -3.915458 -3.319187
19 H -2.279071 -5.427856 -1.401992
20 H -1.018195 -5.213356 0.765549
21 N 1.920589 -2.339545 -1.241296
22 Tl -0.939127 -0.944571 2.638033
23 C 3.695995 -0.287060 -1.403562
24 H 3.673228 -0.809082 -2.373081
25 H 4.531873 0.428555 -1.368299
26 C 0.230767 -1.905144 -3.335450
27 H 1.255248 -1.998872 -3.724720
28 H -0.497291 -1.932758 -4.159265
29 P 2.086926 0.675268 -1.357335
30 P 0.191994 -0.198571 -2.572920
31 C -1.365884 -0.289762 -1.648377
32 H -1.553939 0.651697 -1.112806
33 H -2.185094 -0.507507 -2.355076
34 H -1.306248 -1.094109 -0.899758
35 C -0.171300 0.947134 -3.937294
36 H -1.008835 0.565744 -4.540152
37 H -0.446769 1.927943 -3.529623
38 H 0.710034 1.073894 -4.578810
39 C 1.939388 1.038582 0.420302
40 H 2.914682 1.387007 0.810745
41 H 1.165305 1.804876 0.587115
42 H 1.641119 0.132323 0.978010
43 C 2.412878 2.292379 -2.111514
44 H 1.571227 2.967210 -1.908057
45 H 3.327535 2.720520 -1.679144
46 H 2.529720 2.204387 -3.198225
47 H 0.467967 -2.765285 1.866563
48 H -0.586573 -2.492362 3.428854
49 S -1.407401 1.220122 1.506618
50 C -2.617461 2.062463 2.423753
51 N -2.381482 2.411666 3.705102
52 C -3.153350 3.465051 4.384679
53 C -4.613316 3.346288 3.996345
54 C -4.791181 3.302220 2.490946
55 N -3.799208 2.388978 1.879559
56 H -1.417524 2.252170 3.991999
57 H -2.760408 4.455404 4.109280
58 H -3.013849 3.316003 5.457686
59 H -5.168388 4.190249 4.419617
60 H -5.028688 2.440871 4.447788
61 H -4.677221 4.299958 2.033468
62 H -5.792509 2.931622 2.244180
63 H -3.919733 2.064923 0.923598

Force components x, y, z for each atom (eV/Å):
-0.0228 0.2976 0.5275
-0.9168 -0.4285 -0.3149
-0.3988 0.3868 0.4758
0.8500 0.3032 0.0694
-0.2317 -0.1144 -0.4793
0.1066 0.1371 -0.1728
-0.7720 0.6161 0.8768
-0.6276 -0.3302 -0.4950
-0.5263 0.1497 0.3272
0.7797 0.1092 0.7361
-0.2969 0.1929 0.2206
-0.3015 0.0821 -0.5472
0.6489 0.1945 -0.0343
-0.0905 -0.1359 0.2352
0.1787 0.3228 -0.2896
-0.1312 -0.0046 -0.2044
0.0589 0.1259 -0.3298
-0.1050 -0.1558 0.2579
0.3004 0.2233 0.0809
0.0182 0.2102 -0.3707
-0.1917 1.9056 -0.7541
1.0365 -2.7943 -0.0705
0.0708 -1.2011 -0.2618
0.2089 0.1644 0.1635
-0.4177 0.0673 -0.1081
0.9743 -0.8815 0.3740
-0.2422 -0.1288 -0.1124
0.1476 0.4147 0.1758
0.5821 -0.8499 0.3892
-0.4945 -0.8471 0.3294
0.3099 0.5506 0.8503
-0.0869 -0.2964 -0.2091
0.4963 0.0548 0.0614
0.0563 0.1485 -0.2280
0.4965 0.4548 0.0172
0.2911 -0.0487 0.2984
0.0473 -0.1939 -0.1064
-0.2516 -0.0529 0.0452
-1.2120 -0.1045 0.2058
-0.2975 -0.2323 -0.5449
0.3002 -0.2325 -0.0223
0.1844 0.2299 -0.2656
-0.3417 0.1005 -0.3859
0.2028 -0.1203 -0.0309
-0.2285 -0.2159 -0.0584
0.0835 0.0367 0.2278
1.0422 -1.1777 -0.9118
-0.0997 -1.3706 1.6245
-2.1417 4.3555 -0.0396
1.3439 0.6134 -1.4958
0.4444 -0.0680 0.2885
0.3646 -0.1973 -0.1435
-0.1864 -0.0531 0.3605
0.1455 -0.2823 -0.5213
-0.7850 -0.2928 -0.0421
-0.5030 0.2401 -0.0567
-0.0351 -0.1705 0.0669
-0.0931 0.1425 -0.1242
0.0730 -0.1120 -0.1600
0.0526 0.0115 -0.1015
-0.0067 -0.2555 0.2248
0.1987 0.1260 0.0182
-0.0589 0.3810 0.4642

The HOMO energy (spin up / spin down) is -7.269 / -7.269 eV. The net charge is +1. Its relative energy (zero: lowest compared OMol25 entry of this formula, charge and spin) is 101.00 kcal/mol. The LUMO energy (spin up / spin down) comes out at -3.83 / -3.83 eV. The frontier orbital gap (spin up / spin down) comes out at 3.437 / 3.436 eV.

Atom charges from the Löwdin analysis, given in e for atoms 1 to 2: number 1, C, carries -0.068; number 2, C, carries -0.254

no.,electronic energy (eV)
1,-66056.56019
2,-62952.90098